Below is 2 unconnected molecules or ions with the total composition ClFH2NOP at a distorted geometry, with properties calculated with ωB97M-V with the def2-TZVPD basis set.

```
7
Properties=species:S:1:pos:R:3:forces:R:3
N -1.07161 -0.09568 1.11917 -0.7 0.6 1.2
O 0.63349 1.29556 -0.38891 0.2 -0.3 -1.0
F 1.28368 -0.90339 0.33764 -1.2 0.4 -0.2
P -0.07838 -0.07583 -0.09772 2.4 -2.1 -1.2
Cl -0.13671 -1.18924 -2.70124 -0.1 -0.2 -0.3
H -1.03142 -1.01750 1.54215 -0.3 -0.2 0.3
H 0.40095 1.98609 0.18891 -0.4 1.7 1.3
```
Positions in Å, forces in eV/Å.

Its net charge is 0. The expectation value of S² is 2.0100. The value obtained for the gap between HOMO and LUMO (spin up / spin down) is 9.7634 / 6.3291 eV. As for the multiplicity: 3. The energy relative to the best compared isomer or geometry (same formula, charge and spin) is 10.6 kcal per mole.

Results of the Löwdin charge analysis, in e, for atoms 1 through 2: -0.11 -0.19

Below is a molecular structure, C17H27AgN9OP, with properties calculated with ωB97M-V with the def2-TZVPD basis set.

```
56
Properties=species:S:1:pos:R:3:forces:R:3
Ag 0.63728 0.34813 -2.41067 0.2 -0.3 0.1
N -1.33063 3.39278 -2.54527 0.1 0.0 0.0
C -1.97844 2.22807 -2.92172 -0.2 -0.5 -0.1
N -3.29861 2.20036 -3.09772 0.0 0.2 0.0
N -3.55677 0.94106 -3.49354 0.0 0.0 0.0
N -2.46221 0.25437 -3.54047 0.0 0.0 0.0
N -1.42434 1.04280 -3.17658 0.0 0.2 -0.1
C -0.04913 3.50275 -2.02491 0.5 0.1 0.1
N 0.29586 4.54304 -1.26881 -0.2 0.1 -0.1
N 1.59649 4.33782 -0.99522 0.0 -0.1 0.1
N 1.99716 3.23517 -1.54095 0.0 0.1 -0.1
N 0.97593 2.67497 -2.22922 -0.2 0.1 0.1
H -1.95324 4.10362 -2.20160 0.0 0.0 0.0
C 3.53244 -0.98726 -2.19636 0.1 0.0 0.0
O 2.19243 -1.26181 -2.22742 -0.3 0.0 0.0
H 4.00619 -0.95142 -3.20536 0.0 0.0 0.0
H 4.10285 -1.76840 -1.63436 0.0 0.1 0.0
H 3.79687 -0.02271 -1.71491 0.0 0.0 0.0
C -2.09470 -0.11857 2.33837 0.0 -0.1 -0.1
C -1.72798 0.19793 0.88881 0.1 0.0 -0.1
C -1.51240 1.71389 0.76885 0.1 0.0 -0.1
C -2.87493 -0.20994 -0.04329 0.1 0.0 -0.1
P -0.13232 -0.52154 0.14910 -0.2 -0.2 0.3
C 1.08922 -0.06511 1.44638 0.1 0.0 0.0
C 1.98955 0.93891 1.08329 -0.2 0.0 -0.1
C 2.93104 1.41497 1.98446 0.1 0.0 0.1
C 3.00059 0.88251 3.26357 0.0 0.0 -0.1
C 2.12498 -0.13138 3.63269 0.0 0.0 0.1
C 1.17820 -0.59888 2.73413 0.0 0.0 -0.1
C -0.21114 -2.42076 0.18769 0.0 0.1 0.0
C -1.06904 -3.09003 1.26043 0.0 0.0 0.0
C 1.23243 -2.92970 0.27798 0.1 0.1 -0.1
C -0.74940 -2.80542 -1.20048 0.0 0.1 0.0
H -3.04290 0.37834 2.57600 0.0 0.0 0.0
H -1.34110 0.25918 3.02922 0.0 0.0 0.0
H -2.22942 -1.18730 2.51125 0.0 0.1 0.0
H -2.44823 2.24872 0.96045 0.0 0.0 0.0
H -1.17664 1.97986 -0.23379 0.0 0.0 0.0
H -0.75828 2.07063 1.47437 0.0 0.0 0.0
H -3.73443 0.45238 0.09642 0.0 0.0 0.1
H -3.20385 -1.23529 0.14472 0.0 0.0 0.0
H -2.57801 -0.13749 -1.09151 -0.1 0.0 0.0
H 1.93709 1.35736 0.08267 0.1 0.0 0.0
H 3.60930 2.20301 1.68138 0.0 0.0 0.0
H 3.73156 1.25410 3.97278 0.0 0.0 0.0
H 2.17795 -0.55665 4.62954 0.0 0.0 0.0
H 0.51358 -1.39621 3.03872 0.0 0.0 0.0
H -0.71523 -2.87920 2.27132 0.0 0.0 0.0
H -1.01923 -4.17590 1.11527 0.0 0.0 0.0
H -2.11728 -2.79546 1.18686 0.0 0.0 0.0
H 1.68543 -2.72678 1.25035 0.0 0.0 0.0
H 1.82588 -2.45117 -0.51293 0.0 0.0 0.0
H 1.24602 -4.01416 0.11329 -0.1 0.0 0.0
H -1.75968 -2.42520 -1.37000 0.0 0.0 0.0
H -0.76481 -3.89703 -1.30301 0.0 0.0 0.0
H -0.09195 -2.39595 -1.97024 0.0 0.0 0.0
```
Positions in Å, forces in eV/Å.

Its net charge is -2. The value obtained for the gap between HOMO and LUMO is 6.0137 eV. The energy relative to the best compared isomer or geometry (same formula, charge and spin) is 0.0 kcal per mole.

Results of the Löwdin charge analysis, in e, for atoms 1 through 2: 0.59 0.10

Below is a molecular structure, C29H49NP2Y at a distorted geometry, with properties calculated with ωB97M-V with the def2-TZVPD basis set.

```
82
Properties=species:S:1:pos:R:3:forces:R:3
Y -0.13296 0.85958 1.04036 -0.4 2.5 3.1
C 0.51012 3.23268 0.08338 -1.0 0.1 0.1
C -0.67803 2.92812 -0.65087 0.3 -0.6 1.1
C -1.26338 3.20979 1.56921 0.5 -0.1 -0.9
C 0.14245 3.46381 1.44476 -0.7 -0.3 -0.7
C -1.74984 2.80451 0.28643 1.0 0.5 0.0
C 1.85926 3.50681 -0.48011 0.5 0.2 -0.2
H 2.01995 2.96846 -1.41844 0.0 0.2 0.1
H 2.65093 3.19885 0.21637 -0.1 0.1 -0.2
H 1.99575 4.58207 -0.68157 0.0 -0.3 0.0
C 1.05662 4.11339 2.42321 0.6 0.0 0.4
H 1.92575 4.53985 1.90706 -0.2 0.0 0.1
H 1.44821 3.41521 3.17729 -0.1 0.3 -0.2
H 0.55837 4.94021 2.94528 0.1 -0.2 0.0
C -2.17305 3.57071 2.68690 -0.5 -0.2 0.6
H -1.84450 4.49179 3.18517 0.0 -0.2 -0.1
H -2.25399 2.78264 3.44674 0.0 0.2 -0.1
H -3.18763 3.75181 2.30949 0.2 0.0 0.0
C -3.17770 2.57284 -0.05763 -0.5 0.0 0.0
H -3.71204 3.52271 -0.22752 0.1 -0.3 0.1
H -3.69276 2.03748 0.75038 0.0 0.1 -0.2
H -3.27803 1.96829 -0.96457 0.0 0.2 0.1
C -0.84471 2.97686 -2.12211 -0.1 -0.2 -0.6
H -1.25831 3.94783 -2.45165 0.1 -0.4 0.2
H -1.53799 2.19450 -2.46016 0.2 0.3 -0.2
H 0.11435 2.84739 -2.63549 -0.3 0.2 0.0
C 1.84975 -3.45297 -1.72005 1.3 0.2 -0.7
C 2.23779 -2.58689 -2.67472 0.9 -1.3 0.3
C 1.83272 -2.62634 -4.11219 -0.1 -0.3 -0.7
C 0.38557 -3.12884 -4.38153 1.1 0.2 -0.4
C -0.60369 -2.71725 -3.33860 -1.2 -0.9 0.0
C -1.05275 -3.47214 -2.31155 -0.3 -0.2 -1.7
C -0.38019 -4.69695 -1.78057 0.3 -0.6 -0.1
C 1.15908 -4.74983 -1.99419 -0.8 -0.5 0.1
H 2.54703 -3.24620 -4.68859 -0.2 0.3 0.2
H 0.39187 -4.21353 -4.56940 -0.2 0.4 0.3
H 1.92337 -1.61378 -4.54520 0.1 -0.4 0.2
H 1.37917 -5.13363 -3.00418 0.0 0.3 0.5
H 2.17516 -3.32203 -0.67875 0.2 0.0 -0.5
H 3.08556 -1.92077 -2.50677 -0.6 0.2 0.2
H 1.55941 -5.49850 -1.28859 -0.1 0.3 -0.3
H -0.58404 -4.79916 -0.70024 -0.1 0.1 -0.3
H -2.09613 -3.36459 -1.99699 0.6 0.6 0.3
H -0.82363 -5.59399 -2.24755 0.1 0.2 0.2
H 0.07681 -2.65649 -5.33283 0.0 -0.3 0.4
H -1.10890 -1.77978 -3.58552 -0.2 -0.4 0.0
P 1.65835 0.05288 -0.75457 -0.4 0.3 0.2
C 3.25025 -0.66173 -0.25702 0.2 -0.6 0.0
C 1.76706 0.52227 -2.50702 0.0 -0.1 -0.5
P -1.64904 -0.79709 -0.42633 0.7 0.4 0.4
C 0.25543 -1.23794 -0.74352 -0.7 0.1 -0.5
C -2.56283 -0.51243 -1.96724 -0.1 0.0 -0.4
C -2.51346 -2.18625 0.36147 0.2 -0.6 0.2
H 3.22709 -0.93067 0.81007 0.0 0.2 -0.3
H 4.01150 0.12350 -0.39811 -0.3 -0.2 0.1
H 3.52804 -1.54907 -0.83543 0.1 0.3 0.3
H 1.68305 -0.36141 -3.14998 0.1 0.4 0.2
H 2.73296 1.01412 -2.69769 -0.3 -0.1 0.1
H 0.96692 1.21797 -2.79048 0.3 -0.3 0.3
H -2.26932 -3.14732 -0.10404 -0.2 0.2 0.3
H -3.59171 -1.98620 0.25681 0.3 0.0 0.0
H -2.27920 -2.23721 1.43390 -0.1 0.1 -0.4
H 0.52325 -2.12806 -0.15791 -0.2 0.4 -0.1
H 0.25875 -1.54390 -1.78677 -0.1 -0.1 0.4
H -3.46856 0.04352 -1.68978 0.3 -0.2 0.0
H -2.87037 -1.44000 -2.45845 0.1 0.2 0.1
H -1.99424 0.09967 -2.67888 -0.1 -0.1 0.2
C -0.24536 2.70129 5.13168 -0.1 1.0 0.2
C -0.08165 1.27711 4.81650 0.2 -2.1 0.5
C 0.02390 0.30525 5.83058 -0.2 1.0 -1.0
C 0.23305 -0.92795 5.20013 0.1 -0.3 -1.5
C 0.25086 -0.67763 3.81230 -0.2 0.4 2.1
C 0.49832 -1.64901 2.72214 -0.1 -0.1 -0.2
N 0.03639 0.67239 3.56889 0.1 0.0 -0.9
H -0.26711 3.33535 4.24845 -0.1 -0.1 0.3
H 0.58127 3.04384 5.77813 -0.3 0.0 -0.3
H -1.17474 2.85917 5.70332 0.2 0.1 -0.2
H -0.05328 0.53314 6.88801 0.1 -0.2 -0.2
H 0.36977 -1.90291 5.65211 0.0 0.1 0.0
H 0.80012 -2.62248 3.13193 -0.1 0.3 -0.2
H -0.41748 -1.83804 2.12729 0.3 -0.1 -0.1
H 1.33121 -1.31870 2.06560 -0.2 -0.2 -0.1
```
Positions in Å, forces in eV/Å.

Its net charge is +1. The value obtained for the gap between HOMO and LUMO is 6.0161 eV.

Results of the Löwdin charge analysis, in e, for atoms 1 through 2: 1.28 -0.33

Below is 6 unconnected molecules or ions with the total composition C39H79BrFNO9S at a distorted geometry, with properties calculated with ωB97M-V with the def2-TZVPD basis set.

```
131
Properties=species:S:1:pos:R:3:forces:R:3
C 6.85930 4.74690 -0.69459 -0.3 -0.7 0.3
C 5.61203 3.95723 -0.23156 -0.5 0.9 0.7
C 4.27358 4.58504 -0.70560 0.5 -0.1 -0.7
C 3.30712 3.63082 -1.43867 1.0 0.1 0.6
C 2.26275 2.81115 -0.66138 -1.0 0.2 -0.3
O 1.50174 2.14130 -1.67444 0.1 -0.1 -0.1
C 2.84909 1.61918 0.10502 0.3 0.7 -0.5
S 3.39652 1.98822 1.75681 1.2 -1.8 0.3
O 2.69636 1.19708 2.72105 -1.2 0.6 -0.1
O 4.80173 1.77389 1.79576 0.6 0.9 -0.2
O 3.08910 3.52825 1.90795 -0.1 -0.3 -0.7
C 1.66415 3.84276 1.69222 0.3 0.7 0.7
C 1.48702 5.20895 2.34099 -0.1 -0.2 0.2
C 0.11992 5.34647 3.02513 0.5 0.6 0.0
C -0.25695 6.81420 3.24821 0.5 -0.4 0.0
F 0.27999 4.75948 4.28566 -0.2 -0.3 0.1
C 1.20068 3.67286 0.22493 0.4 -0.6 -0.7
C 0.99720 4.96945 -0.59006 -0.8 0.2 0.4
C -0.21497 5.88183 -0.26783 0.1 0.3 -0.1
C 0.17773 7.35041 -0.06105 -0.2 -0.3 -0.8
Br 0.09476 8.25851 -1.82080 0.2 0.0 0.3
C -0.06608 2.81058 0.23092 0.2 0.0 0.6
C -0.18757 1.70396 1.05691 0.4 0.6 -0.1
C -1.34070 0.96732 0.99662 -0.4 -1.2 0.7
N -2.39126 1.20127 0.22435 -0.1 0.1 -0.2
C -2.26421 2.24942 -0.58636 -0.4 -0.7 0.4
C -1.14206 3.02908 -0.59354 0.1 1.3 -1.1
H 7.45545 4.12402 -1.35802 0.1 0.3 -0.2
H 6.58287 5.68796 -1.16440 0.1 0.0 -0.2
H 7.46748 4.98773 0.17379 0.2 0.0 0.0
H 5.64873 2.90039 -0.48004 0.2 0.0 -0.1
H 5.59367 4.01972 0.85279 0.1 -0.4 0.1
H 4.56405 5.33591 -1.44477 -0.2 0.1 -0.1
H 3.80515 5.15802 0.09048 -0.1 -0.2 0.2
H 2.85684 4.19216 -2.25594 -0.5 0.0 0.1
H 3.94079 2.89586 -1.94178 -0.1 -0.1 -0.1
H 1.45258 2.70818 -2.45096 0.0 0.0 0.0
H 3.74182 1.32096 -0.44006 0.2 -0.1 0.2
H 2.17648 0.77055 0.06368 -0.3 0.1 0.4
H 1.15334 3.16422 2.37246 -0.2 -0.1 -0.3
H 1.74302 6.05603 1.71080 -0.2 -0.1 -0.3
H 2.19176 5.23559 3.17233 0.1 0.1 0.0
H -0.64799 4.76800 2.51212 -0.1 0.0 0.1
H -1.09900 7.12712 2.63967 -0.1 0.1 0.1
H 0.61564 7.42799 3.03100 -0.1 0.2 -0.1
H -0.45294 6.96541 4.30570 -0.4 -0.1 0.0
H 1.87050 5.61315 -0.55985 0.3 -0.2 0.0
H 0.86183 4.64971 -1.61900 0.2 0.1 -0.1
H -0.85079 5.51934 0.53724 0.2 0.0 0.3
H -0.86914 5.89882 -1.13421 -0.2 -0.2 0.0
H -0.52485 7.89526 0.55240 0.1 0.1 0.2
H 1.21052 7.47678 0.23948 -0.1 0.2 0.3
H 0.60040 1.41258 1.73421 -0.1 -0.2 0.1
H -1.40579 0.10187 1.65186 -0.2 0.0 0.0
H -3.09318 2.47042 -1.24612 -0.1 0.0 0.0
H -1.12648 3.84160 -1.30523 0.0 0.0 0.0
C -1.30790 -1.90681 6.92022 0.1 0.1 0.0
C -1.61055 -1.61153 5.46071 0.0 -0.1 0.1
O -1.55495 -0.23813 5.13063 -0.2 0.2 -0.1
C -0.30662 0.40569 5.33278 0.1 -0.1 0.0
C 0.83040 -0.20140 4.53110 -0.2 -0.2 0.2
H -1.99128 -1.35706 7.56899 0.0 0.0 0.0
H -1.41642 -2.97376 7.12024 0.0 0.0 0.0
H -0.29173 -1.61838 7.19275 0.0 -0.1 0.0
H -2.62953 -1.93372 5.24008 0.0 0.1 -0.1
H -0.95192 -2.18824 4.80004 0.1 0.0 0.1
H -0.05809 0.43280 6.39983 0.0 0.0 0.0
H -0.45466 1.44100 5.02231 -0.1 0.0 0.0
H 1.02602 -1.23616 4.82000 0.0 0.0 0.0
H 1.74452 0.36399 4.68397 0.0 0.0 0.0
H 0.59292 -0.19413 3.46744 0.0 0.0 0.0
C -3.93766 -4.00642 3.07543 -0.1 0.0 0.0
C -3.81302 -4.89256 4.30378 0.1 0.0 -0.2
O -5.00765 -4.99289 5.05567 0.0 0.1 0.3
C -6.12906 -5.53089 4.37970 0.0 0.0 -0.1
C -5.91866 -6.94487 3.86435 0.1 0.0 0.0
H -4.26772 -3.00609 3.36008 0.0 0.0 0.0
H -2.97609 -3.92611 2.56664 0.0 0.0 0.0
H -4.66089 -4.39960 2.35942 0.1 0.0 0.0
H -3.06717 -4.46573 4.97589 -0.1 0.0 0.1
H -3.44803 -5.88969 4.03188 0.0 0.0 -0.1
H -6.43892 -4.86516 3.56637 0.0 0.0 0.0
H -6.94047 -5.53117 5.10774 0.1 0.1 0.1
H -5.12599 -6.99528 3.11652 0.0 0.0 -0.1
H -6.83447 -7.31653 3.40295 0.0 0.0 0.0
H -5.64519 -7.61237 4.68292 0.0 0.0 0.0
C 2.20999 -1.06052 -3.19330 0.1 -0.1 0.2
C 2.97720 -0.23294 -4.20772 -0.1 -0.1 0.0
O 4.30613 0.06714 -3.81808 0.1 0.3 0.1
C 5.15910 -1.04283 -3.59721 0.0 -0.1 0.0
C 5.34149 -1.93118 -4.81574 -0.1 0.0 -0.1
H 2.19351 -0.55418 -2.22680 -0.1 0.1 0.0
H 1.18221 -1.21160 -3.52452 0.0 0.0 0.0
H 2.65757 -2.04417 -3.04253 0.0 0.0 -0.1
H 2.48029 0.73065 -4.33226 0.1 0.1 0.0
H 2.96661 -0.71703 -5.19076 0.0 -0.1 0.0
H 4.80724 -1.62859 -2.74054 0.0 0.0 0.0
H 6.12356 -0.62219 -3.31157 -0.1 0.1 0.0
H 4.40461 -2.39199 -5.13133 0.0 -0.1 0.0
H 6.04728 -2.73236 -4.59373 0.0 0.0 0.0
H 5.72570 -1.35138 -5.65632 0.0 0.0 0.0
C -1.63137 -0.11751 -4.42572 -0.1 0.0 0.1
C -1.37664 -0.93034 -5.68339 0.0 0.1 0.0
O -1.51302 -2.32440 -5.48714 0.2 -0.2 -0.1
C -2.78690 -2.77122 -5.05504 -0.1 0.0 0.0
C -3.91324 -2.44673 -6.02086 0.0 0.1 -0.1
H -0.96479 -0.44257 -3.62539 0.0 0.1 0.0
H -1.46150 0.94357 -4.61571 0.0 0.0 0.0
H -2.65463 -0.23030 -4.06520 0.0 0.1 0.0
H -0.34778 -0.77402 -6.01189 0.0 -0.1 0.0
H -2.01872 -0.59074 -6.50392 0.0 0.0 0.0
H -3.00500 -2.38015 -4.05480 -0.1 0.0 0.0
H -2.70701 -3.85390 -4.95475 0.1 0.0 0.0
H -4.05046 -1.37166 -6.14544 0.0 0.0 0.1
H -4.85265 -2.86141 -5.65396 0.0 0.0 0.0
H -3.70533 -2.87030 -7.00459 0.0 0.0 0.0
C -2.71939 -7.49389 -0.33014 0.1 0.1 0.0
C -3.19716 -7.33046 -1.76366 0.1 -0.1 0.1
O -3.32348 -5.98288 -2.17638 -0.2 0.1 -0.1
C -2.14161 -5.20286 -2.14152 0.2 0.0 0.0
C -1.02856 -5.73728 -3.02712 0.0 -0.1 0.0
H -3.38864 -6.97240 0.35632 0.0 0.0 0.0
H -2.69359 -8.55016 -0.05976 0.0 0.0 0.0
H -1.71704 -7.08864 -0.18444 0.0 -0.1 0.0
H -4.19269 -7.76438 -1.86109 0.0 0.1 -0.1
H -2.54836 -7.88248 -2.45306 0.1 0.0 0.0
H -1.79386 -5.08325 -1.10915 0.0 0.0 0.0
H -2.42638 -4.21013 -2.48929 -0.1 0.0 0.0
H -0.69038 -6.72469 -2.70972 0.0 0.0 0.0
H -0.16962 -5.06570 -2.99741 0.0 0.0 0.0
H -1.36887 -5.82051 -4.06056 0.0 0.0 0.0
```
Positions in Å, forces in eV/Å.

Its net charge is 0. The value obtained for the gap between HOMO and LUMO is 9.6610 eV.

Results of the Löwdin charge analysis, in e, for atoms 1 through 2: -0.09 -0.23